ORCA calculation (wB97M-V/def2-TZVPD) on C20H39IrNOP2Si as an isolated structure.

Structure (XYZ):
```
65
Properties=species:S:1:pos:R:3:forces:R:3:nbo_charge:R:1
Ir -0.8302 -0.8833 -1.1579 1.57 0.33 2.60 0.274
P -1.4517 -2.2196 0.4442 -1.40 -1.37 0.36 0.959
P 0.9937 0.1623 -1.6446 1.06 0.93 -1.91 0.956
N -2.2213 -0.1360 -1.9855 -1.68 0.18 -2.36 -0.631
H -0.3647 1.6191 3.1664 -1.08 -0.07 -1.96 0.161
C -2.7377 -1.8616 1.6892 -0.12 -0.07 0.33 -0.950
H -3.4913 -2.6610 1.6940 0.19 0.13 0.04 0.227
H -3.2323 -0.9188 1.4401 0.11 -0.13 0.00 0.255
H -2.2946 -1.7697 2.6871 -0.11 0.03 -0.24 0.247
C -0.1809 -3.2155 1.2710 0.15 -0.47 0.33 -0.957
H -0.3602 -4.2770 1.0532 0.11 0.16 0.21 0.232
H -0.2071 -3.0369 2.3530 0.08 -0.12 -0.25 0.241
H 0.8027 -2.9332 0.8810 -0.22 -0.11 0.14 0.238
C -2.3147 -3.4214 -0.6588 0.00 -0.41 0.65 -0.944
H -2.5747 -4.3115 -0.0769 -0.16 -0.22 -0.28 0.206
H -1.6406 -3.6668 -1.4899 -0.30 -0.12 0.23 0.237
H -3.2179 -2.9468 -1.0622 0.23 -0.12 0.07 0.252
C 0.8773 1.9409 -2.0650 0.33 0.26 0.07 -0.952
H 1.8510 2.3952 -2.3016 -0.20 -0.17 0.00 0.218
H 0.4355 2.4864 -1.2258 0.02 -0.11 -0.10 0.239
H 0.2117 2.0611 -2.9280 0.06 -0.19 0.22 0.257
C 2.5832 -0.0750 -0.8131 0.60 0.19 0.20 -0.970
H 3.3988 0.4967 -1.2840 -0.19 -0.19 0.05 0.223
H 2.8381 -1.1420 -0.8226 -0.09 0.19 -0.03 0.243
H 2.4806 0.2479 0.2332 0.08 -0.10 -0.36 0.251
C 1.2149 -0.6273 -3.2994 0.66 0.42 0.05 -0.948
H 2.0526 -0.1727 -3.8371 0.05 -0.26 -0.22 0.214
H 0.2820 -0.5084 -3.8626 0.29 0.08 0.08 0.256
H 1.3765 -1.6979 -3.1300 0.13 0.18 -0.20 0.232
C -2.7589 -0.7142 -3.1053 -0.95 0.31 -0.22 0.097
C -4.6889 -0.6960 -4.5834 0.40 -0.70 -0.57 -0.196
C -4.0148 -0.1871 -3.5047 0.39 0.29 0.65 -0.253
C -2.1978 -1.8000 -3.8586 0.09 0.75 1.02 -0.303
C -2.8776 -2.3154 -4.9492 -0.47 0.49 0.06 -0.204
C -4.1153 -1.7664 -5.3218 0.25 0.38 0.64 -0.274
H -5.6503 -0.2762 -4.8665 0.10 -0.14 -0.06 0.207
H -4.3617 0.6263 -2.8418 -0.16 -0.47 -0.72 0.216
H -1.2415 -2.1934 -3.4850 -0.42 -0.02 -0.47 0.202
H -2.4274 -3.1373 -5.5031 -0.23 0.13 0.00 0.208
H -4.6289 -2.1642 -6.1698 -0.28 -0.17 -0.39 0.203
C 1.0465 0.1486 2.9713 1.11 -0.50 0.91 0.225
O -0.2216 -0.3573 2.5278 0.15 1.87 -0.05 -0.566
C 0.9167 0.6461 4.4511 0.18 -0.04 -0.84 -0.641
H 1.8828 1.0618 4.7149 0.19 -0.71 0.85 0.221
H 0.4412 -0.1645 5.0126 0.93 -0.08 0.30 0.236
H 0.2269 1.4763 4.6010 0.08 0.00 -0.14 0.208
C 2.0831 -0.9153 2.8427 0.91 -0.50 0.27 -0.620
H 3.0358 -0.4283 3.1549 -0.38 -0.80 -0.19 0.216
H 2.1563 -1.2818 1.7967 -0.04 0.18 0.80 0.230
H 1.7906 -1.7465 3.5424 0.53 0.63 -0.69 0.227
C 2.8372 3.4383 0.2722 0.23 0.14 -0.31 -1.127
Si 2.0528 2.8672 1.8461 -0.47 0.14 0.57 1.625
C 3.3753 2.6738 3.1505 0.31 0.31 -0.07 -1.121
C 0.7245 4.0909 2.3992 0.13 0.34 0.01 -1.101
C 1.1227 1.2846 1.8191 1.66 -0.83 1.07 -0.399
C -0.2087 1.0757 2.1783 -4.91 0.30 -0.18 0.040
H 3.5617 4.2140 0.5563 -0.10 -0.09 -0.16 0.244
H 2.1198 3.8821 -0.4292 0.20 -0.15 0.18 0.251
H 3.3866 2.6343 -0.2339 -0.11 0.22 0.07 0.244
H 4.0804 3.4978 2.9791 0.09 -0.20 0.26 0.240
H 2.9885 2.7590 4.1735 0.12 -0.02 -0.26 0.239
H 3.9161 1.7232 3.0416 -0.07 0.27 0.06 0.238
H -0.0533 4.2491 1.6383 0.22 -0.16 0.13 0.249
H 0.2217 3.8073 3.3341 0.19 -0.04 -0.22 0.234
H 1.2011 5.0604 2.5811 -0.07 0.03 -0.01 0.237
```
Positions in Å, forces in eV/Å.

Results
**Calculated total energy**: -1991.6438 a.u.
**M**: 591.8 g/mol
**Orbital gap (alpha / beta)**: 5.63 / 5.32 eV
**LUMO (alpha / beta)**: 0.5 / -1.1 eV
**Max |F|**: 4.9 eV/A
**Multiplicity**: 6

ORCA calculation (wB97M-V/def2-TZVPD) on C20H39MnN3O6 as an isolated structure.

Structure (XYZ):
```
69
Properties=species:S:1:pos:R:3:forces:R:3:nbo_charge:R:1
Mn -0.6726 0.9219 -0.1040 0.03 -0.03 -0.07 1.242
C -1.3950 3.1577 -2.2846 0.00 0.01 -0.01 -0.087
C -0.7467 3.9056 -1.1557 0.02 0.00 0.00 -0.072
O -0.8029 3.0542 -0.0009 -0.03 0.03 -0.03 -0.581
C -0.4358 3.7080 1.2182 0.00 0.00 0.01 -0.096
C 0.2103 2.6755 2.1230 0.01 0.00 0.00 -0.081
O -0.4281 1.3968 2.0123 -0.02 0.00 -0.02 -0.549
C -1.6773 1.2507 2.7105 0.00 0.00 0.02 -0.088
C -2.8514 1.5952 1.8171 -0.01 0.04 -0.03 -0.087
O -2.6343 0.8973 0.5909 -0.03 -0.14 0.12 -0.581
C -3.7922 0.4946 -0.1543 0.02 0.05 -0.03 -0.083
C -3.3434 -0.6254 -1.0659 -0.03 0.01 0.01 -0.082
O -2.1878 -0.2247 -1.7872 -0.02 -0.01 0.01 -0.557
C -2.4614 0.4046 -3.0342 0.01 -0.01 -0.01 -0.092
C -1.1737 1.0774 -3.4390 0.00 0.01 0.00 -0.079
O -0.7103 1.9195 -2.3857 0.01 -0.03 0.01 -0.556
H -1.3048 3.7290 -3.2129 0.00 0.00 0.00 0.214
H -2.4587 3.0068 -2.0701 0.00 0.00 0.00 0.178
H -1.2842 4.8342 -0.9535 0.00 0.00 0.00 0.212
H 0.2996 4.1278 -1.3794 0.00 -0.01 0.00 0.202
H -1.3255 4.1610 1.6615 0.00 -0.01 0.00 0.197
H 0.2842 4.5039 1.0153 -0.01 0.00 0.01 0.218
H 0.2040 3.0089 3.1620 0.01 0.00 0.00 0.218
H 1.2404 2.5038 1.8190 0.01 -0.01 -0.01 0.206
H -1.6761 1.8615 3.6146 0.00 0.00 0.00 0.216
H -1.7283 0.2001 2.9927 0.00 0.00 0.00 0.215
H -2.9373 2.6649 1.6185 -0.01 0.00 0.00 0.193
H -3.7764 1.2539 2.2853 0.00 -0.01 0.01 0.219
H -4.1827 1.3543 -0.7062 0.01 0.00 -0.01 0.191
H -4.5618 0.1388 0.5329 -0.01 0.01 0.00 0.213
H -4.1524 -0.9177 -1.7391 0.00 0.00 0.00 0.212
H -3.0563 -1.4909 -0.4703 0.01 0.00 0.00 0.208
H -3.2766 1.1281 -2.9313 0.00 0.00 0.00 0.177
H -2.7582 -0.3379 -3.7798 0.00 0.00 0.00 0.211
H -1.3005 1.6476 -4.3625 0.00 0.00 0.00 0.206
H -0.3930 0.3325 -3.5861 0.00 0.00 0.00 0.212
C 4.8256 1.0073 -0.4366 0.00 0.02 0.00 -0.417
N 3.4565 1.2869 -0.8673 0.01 -0.03 -0.01 -0.370
C 3.3087 1.9106 -2.1804 0.00 -0.01 0.00 -0.423
C 2.3951 0.8739 -0.1843 0.00 -0.14 -0.04 0.702
C 2.6118 0.1617 1.1223 -0.01 0.03 0.01 -0.717
O 1.2428 1.0655 -0.6414 0.04 0.24 0.07 -0.711
H 5.4918 1.6878 -0.9599 0.00 0.00 0.00 0.234
H 5.1162 -0.0155 -0.6813 0.00 0.00 0.00 0.216
H 4.9479 1.1714 0.6303 0.00 0.00 0.00 0.219
H 3.7716 1.2805 -2.9405 0.00 0.00 0.00 0.220
H 3.8077 2.8792 -2.1799 0.00 0.00 0.00 0.218
H 2.2558 2.0353 -2.4074 0.00 0.00 0.00 0.236
H 3.2020 -0.7427 0.9680 0.00 0.00 0.00 0.253
H 1.6482 -0.1030 1.5457 0.00 -0.01 0.01 0.237
H 3.1620 0.7849 1.8284 0.00 0.00 0.00 0.247
N -0.4167 -1.0543 0.2238 -0.04 0.01 0.09 -0.558
C -0.2933 -2.1829 0.4553 0.03 -0.02 -0.10 0.613
N -0.1643 -3.4539 0.6805 0.01 0.01 0.02 -0.457
C -0.3166 -4.0177 2.0380 -0.01 0.00 -0.01 -0.197
C 0.9972 -4.6284 2.5001 0.00 0.00 0.00 -0.413
C 1.5222 -5.6284 1.4721 0.00 0.00 0.00 -0.405
C 1.6758 -4.9755 0.0999 0.00 0.00 0.00 -0.413
C 0.3617 -4.3643 -0.3599 -0.01 0.01 0.01 -0.198
H -1.0983 -4.7797 1.9872 0.00 0.00 0.00 0.213
H -0.6589 -3.2249 2.7015 0.00 0.00 0.00 0.215
H 0.8391 -5.1122 3.4646 0.00 0.00 0.00 0.240
H 1.7307 -3.8310 2.6543 0.00 0.00 0.00 0.202
H 0.8292 -6.4724 1.3984 0.00 0.00 0.00 0.211
H 2.4769 -6.0370 1.8016 0.00 0.00 0.00 0.237
H 2.0006 -5.7059 -0.6418 0.00 0.00 0.00 0.240
H 2.4413 -4.1944 0.1413 0.00 0.00 0.00 0.200
H -0.3903 -5.1409 -0.5191 0.00 0.00 0.00 0.213
H 0.4674 -3.7996 -1.2845 0.00 0.00 0.00 0.221
```
Positions in Å, forces in eV/Å.

Results
**Calculated total energy**: -2551.6508 a.u.
**M**: 472.5 g/mol
**Net charge**: +2
**Orbital gap (alpha / beta)**: 10.13 / 9.85 eV
**LUMO (alpha / beta)**: -4.2 / -4.2 eV
**Max |F|**: 0.3 eV/A
**Multiplicity**: 2

ORCA calculation (wB97M-V/def2-TZVPD) on C20H39N2O in the gas phase.

Structure (XYZ):
```
62
Properties=species:S:1:pos:R:3:forces:R:3:nbo_charge:R:1
C -0.2624 4.0154 3.8527 -0.30 0.09 -0.31 -0.616
C -1.0484 5.2437 3.3540 -0.02 -0.46 -0.14 -0.396
C -1.2493 5.2453 1.8405 -0.10 -0.14 -0.12 -0.392
C -1.9769 4.0051 1.2762 -0.01 0.32 -0.19 -0.398
C -1.4209 3.5536 -0.0873 -0.22 0.15 0.40 -0.398
C -0.2568 2.5546 0.0248 -0.09 -0.05 -0.55 -0.392
C -0.5453 1.2015 -0.6519 -0.11 0.00 0.21 -0.400
C 0.2056 0.0319 -0.0028 0.19 0.02 -0.11 -0.414
C 0.7597 -1.0495 -0.9662 -0.25 0.35 -0.04 -0.004
C 1.8592 -0.4297 -1.8613 0.11 -0.29 0.06 -0.468
C 3.2956 -0.4059 -1.3734 0.23 0.03 -0.13 0.329
C 3.6659 -0.0875 0.0612 0.30 0.13 -0.29 -0.695
N 4.1879 -0.6251 -2.2546 -0.23 -0.07 0.03 -0.629
C -0.3449 -1.5538 -1.9117 0.18 -0.33 0.15 -0.423
C -1.4951 -2.3573 -1.2676 -0.50 -0.38 -0.64 0.101
C -2.6698 -1.4868 -0.8202 0.15 -0.06 -0.24 -0.609
C -2.0608 -3.3144 -2.3455 0.11 0.53 0.06 -0.609
N -0.9964 -3.1627 -0.1140 0.44 0.97 0.27 0.023
O -1.4041 -2.7879 1.0421 -0.14 -0.32 -0.04 -0.402
C 0.4423 -3.5249 -0.1446 0.52 -0.68 0.33 0.101
C 0.7470 -4.3299 1.1380 -0.56 -0.08 -0.34 -0.600
C 0.7780 -4.4169 -1.3589 -0.21 0.09 0.03 -0.627
C 1.2942 -2.2421 -0.1356 -0.16 0.05 0.19 -0.422
H 0.3989 4.2546 4.6800 0.02 -0.02 0.11 0.212
H 0.3305 3.5871 3.0437 0.19 0.06 0.03 0.198
H -0.9548 3.2355 4.1669 0.10 -0.08 0.13 0.206
H -0.5477 6.1626 3.6539 -0.05 0.09 0.04 0.202
H -2.0381 5.2221 3.8139 0.00 0.24 0.17 0.195
H -0.2901 5.3600 1.3290 0.15 -0.07 0.12 0.189
H -1.8384 6.1217 1.5627 0.09 0.11 -0.03 0.203
H -1.9484 3.1734 1.9796 0.07 -0.10 0.05 0.196
H -3.0306 4.2630 1.1552 -0.07 -0.05 0.07 0.202
H -1.1138 4.4487 -0.6306 0.02 0.01 -0.10 0.199
H -2.2427 3.1239 -0.6609 0.06 -0.17 -0.11 0.200
H 0.6237 2.9836 -0.4576 0.20 -0.03 0.19 0.200
H -0.0060 2.3781 1.0700 -0.01 0.06 0.13 0.194
H -1.6186 1.0239 -0.6115 -0.07 -0.08 0.00 0.202
H -0.2995 1.2706 -1.7127 -0.02 0.07 -0.06 0.195
H -0.4096 -0.4510 0.7595 -0.09 0.03 -0.01 0.224
H 1.0512 0.4585 0.5369 0.09 -0.11 0.09 0.198
H 1.8866 -0.9722 -2.8067 0.11 0.02 -0.05 0.232
H 1.6060 0.6004 -2.1272 -0.11 0.06 0.10 0.225
H 3.0188 0.6437 0.5321 -0.15 -0.02 0.06 0.221
H 4.6774 0.3199 0.0648 0.02 0.01 0.04 0.220
H 3.6926 -0.9970 0.6581 -0.21 -0.02 0.11 0.234
H 5.1217 -0.5236 -1.8596 0.04 -0.01 0.04 0.325
H 0.1437 -2.2083 -2.6353 -0.05 0.10 -0.08 0.209
H -0.7786 -0.7442 -2.4960 -0.01 0.16 0.02 0.225
H -2.4438 -0.8893 0.0536 -0.08 0.00 0.08 0.230
H -3.5394 -2.1131 -0.6285 0.01 0.01 0.25 0.220
H -2.9269 -0.8342 -1.6550 0.00 0.07 0.00 0.204
H -2.5756 -2.7083 -3.0929 -0.10 -0.03 -0.01 0.211
H -1.2788 -3.8511 -2.8729 -0.05 -0.16 0.06 0.209
H -2.7758 -3.9965 -1.8933 -0.02 -0.15 -0.04 0.219
H -0.0669 -5.0386 1.2993 0.03 -0.04 0.07 0.225
H 0.8114 -3.6941 2.0135 0.00 0.03 0.07 0.222
H 1.6575 -4.9092 1.0180 0.22 0.14 0.01 0.204
H 1.5255 -5.1564 -1.0863 0.15 0.05 0.06 0.221
H 1.1793 -3.8397 -2.1890 -0.06 -0.08 -0.10 0.209
H -0.0967 -4.9694 -1.6925 0.03 -0.05 0.01 0.222
H 1.3613 -1.9133 0.9016 0.10 0.02 0.06 0.219
H 2.2958 -2.5486 -0.4355 0.12 0.07 -0.12 0.217
```
Positions in Å, forces in eV/Å.

Results
**Calculated total energy**: -970.1234 a.u.
**M**: 323.5 g/mol
**Orbital gap (alpha / beta)**: 8.91 / 9.96 eV
**LUMO (alpha / beta)**: 0.7 / 0.5 eV
**Max |F|**: 1.1 eV/A
**Multiplicity**: 2

ORCA calculation (wB97M-V/def2-TZVPD) on a 5-piece molecular cluster, C20H39N6O9S2 overall.

Structure (XYZ):
```
76
Properties=species:S:1:pos:R:3:forces:R:3:lowdin_charge:R:1
C 5.6984 -5.1103 2.0406 -0.15 -0.35 -0.23 -0.020
C 5.7741 -5.5336 0.5636 -0.68 0.17 1.16 -0.314
C 4.7360 -4.7879 -0.2811 -0.16 -0.62 0.48 -0.123
O 3.4713 -5.0361 0.3511 0.31 0.34 -0.20 -0.029
C 2.5551 -4.0473 0.0496 -1.24 0.38 -0.14 -0.527
O 1.5832 -4.3426 -0.5889 0.11 -0.34 0.04 0.097
C 2.7618 -2.6415 0.5610 0.60 0.04 -0.41 -0.452
S 1.3023 -1.9641 1.4261 0.42 -0.03 0.60 0.709
N 1.6607 -0.2682 1.6054 -0.73 -0.25 -0.82 -0.503
N 3.1289 -0.0471 1.4572 1.08 0.46 0.90 -0.109
C 3.6588 -0.1210 2.5642 -0.83 -1.10 -0.34 -0.403
O 4.1410 -0.3749 3.6048 0.35 0.61 -0.05 0.098
O 7.1011 -5.4972 0.0149 -0.18 0.75 -0.05 0.015
C 7.4752 -4.3379 -0.6212 0.04 0.14 -0.68 -0.534
O 7.7981 -4.3917 -1.7709 0.25 -0.18 0.04 0.116
C 7.5396 -2.9979 0.1209 -1.02 -0.15 0.33 -0.434
S 6.9381 -1.5673 -0.8465 0.46 0.21 -0.19 0.741
H 6.5059 -5.5966 2.5925 0.09 0.33 -0.03 0.088
H 5.6746 -4.0277 2.1777 0.24 -0.09 0.08 0.073
H 4.7642 -5.4873 2.4635 0.05 0.06 -0.13 0.088
H 5.4750 -6.5856 0.5461 0.27 0.03 -0.23 0.153
H 4.8787 -3.7038 -0.2950 0.38 -0.11 -0.23 0.093
H 4.7030 -5.2436 -1.2761 0.12 0.46 -0.12 0.151
H 3.6436 -2.5779 1.2082 -0.16 -0.07 -0.05 0.059
H 2.9578 -1.9963 -0.3074 -0.03 -0.11 0.03 0.087
H 6.9957 -2.9853 1.0636 0.16 -0.31 -0.04 0.049
H 8.5848 -2.7879 0.3557 -0.04 0.03 -0.18 0.087
H 5.6706 -1.9044 -1.1602 0.24 -0.30 0.34 -0.148
C -0.6891 3.2808 -1.8290 -0.03 -0.03 -0.01 -0.376
O -0.9558 3.4839 -3.0071 -0.04 -0.01 -0.02 -0.032
N -0.8687 2.1237 -1.1826 0.02 0.20 0.13 -0.187
C -0.5298 1.9570 0.2294 0.11 -0.46 -0.40 -0.054
C -1.4193 0.9968 -1.9096 0.03 0.16 -0.11 -0.046
H -0.2652 4.0690 -1.1839 0.01 -0.02 0.03 0.129
H 0.2166 1.1646 0.3382 0.02 0.01 0.20 0.056
H -1.4282 1.6822 0.7814 0.06 0.03 0.12 0.081
H -0.1321 2.8794 0.6384 -0.04 0.04 -0.03 0.071
H -0.7724 0.7479 -2.7521 -0.07 -0.07 -0.02 0.090
H -2.4060 1.2547 -2.3009 0.01 -0.07 -0.05 0.085
H -1.4995 0.1387 -1.2473 0.07 0.03 0.05 0.086
C -2.4685 4.1466 2.0390 0.10 0.05 -0.07 -0.353
O -1.4785 3.6227 2.5099 -0.14 0.16 0.29 0.004
N -3.7114 4.0544 2.5493 -0.12 0.05 -0.13 -0.191
C -4.8475 4.7061 1.9193 0.11 -0.69 0.44 -0.071
C -3.9092 3.2805 3.7608 0.23 0.01 -0.11 -0.045
H -2.4266 4.7577 1.1197 -0.05 0.00 -0.01 0.136
H -5.2959 5.4125 2.6139 -0.08 0.09 -0.12 0.079
H -5.5894 3.9508 1.6415 -0.06 0.08 -0.03 0.091
H -4.5321 5.2356 1.0331 0.08 0.03 -0.02 0.053
H -3.3042 3.6955 4.5685 -0.02 -0.08 0.05 0.090
H -3.5956 2.2483 3.5972 -0.01 -0.01 0.10 0.093
H -4.9591 3.3022 4.0435 -0.02 0.04 -0.05 0.081
C -3.0168 -7.0599 -1.7006 -0.03 0.01 0.01 -0.365
O -3.6446 -8.1037 -1.7563 0.04 -0.05 -0.04 -0.009
N -1.7615 -6.8922 -2.1497 -0.06 0.20 0.03 -0.199
C -1.0630 -5.6184 -2.0554 0.11 -0.32 -0.08 -0.046
C -1.0818 -8.0247 -2.7489 -0.20 -0.03 0.08 -0.048
H -3.4444 -6.1425 -1.2633 0.03 0.02 0.00 0.131
H -0.7938 -5.2775 -3.0574 0.04 0.11 0.05 0.091
H -0.1574 -5.7356 -1.4627 0.02 0.18 -0.02 0.069
H -1.6962 -4.8696 -1.5853 -0.03 -0.04 0.02 0.088
H -1.6448 -8.3789 -3.6142 0.06 -0.07 0.00 0.088
H -1.0156 -8.8406 -2.0278 0.04 -0.05 -0.07 0.090
H -0.0822 -7.7310 -3.0590 -0.01 0.06 0.03 0.085
C -5.7744 8.2041 0.3860 -0.01 0.01 0.01 -0.330
O -5.3096 7.2688 1.0115 -0.11 0.45 -0.17 -0.002
N -5.1603 8.8138 -0.6442 -0.10 0.11 -0.03 -0.197
C -5.7627 9.9242 -1.3534 0.23 -0.15 -0.02 -0.061
C -3.8478 8.3369 -1.0549 -0.10 -0.12 0.18 -0.031
H -6.7623 8.6348 0.6210 0.00 0.02 -0.02 0.134
H -5.8880 9.6659 -2.4069 -0.05 0.11 -0.02 0.089
H -5.1209 10.8043 -1.2761 -0.08 0.06 -0.06 0.089
H -6.7368 10.1593 -0.9293 0.01 -0.04 0.03 0.081
H -3.9099 7.2883 -1.3471 0.09 0.01 -0.02 0.096
H -3.1484 8.4191 -0.2223 0.05 -0.04 -0.05 0.095
H -3.4865 8.9262 -1.8935 -0.06 0.03 0.00 0.086
```
Positions in Å, forces in eV/Å.

Results
**Calculated total energy**: -2587.4839 a.u.
**M**: 571.7 g/mol
**Net charge**: -1
**Orbital gap**: 4.47 eV
**LUMO**: 1.8 eV
**Max |F|**: 1.5 eV/A